Formula: C4H15CuN8O10
Source: the Open Molecules 2025 dataset
Level of theory: ωB97M-V/def2-TZVPD

Properties
Strongest force on any atom   5.86 eV/Å
2S+1   3
Energy   -81416.2771 eV
Total charge   0

Structure (XYZ):
```
38
Properties=species:S:1:pos:R:3:forces:R:3
Cu 0.3333 -0.1433 -0.6112 -1.985 -0.578 0.709
N -2.0681 -1.1116 -2.8208 -2.203 -0.334 -2.071
O -1.1864 -1.3694 -1.9879 2.200 -0.117 1.984
O -2.9649 -1.9925 -2.9984 1.089 1.399 0.178
O -2.0276 -0.0561 -3.4790 -0.108 -0.740 0.666
N 2.5896 -0.2613 -3.1181 -1.324 0.386 4.073
O 3.2576 -1.2649 -2.9960 0.466 -2.166 0.573
O 2.8637 0.3833 -4.0517 0.600 2.496 -4.063
O 1.8154 0.1604 -2.2590 0.135 -0.586 -0.477
C -2.6999 -0.6492 1.2011 0.704 -0.281 -0.633
O -1.3421 -0.3346 0.8997 0.033 0.546 0.236
H -3.4401 -0.5837 0.4037 0.494 -0.302 -0.948
H -2.7595 -1.6499 1.6292 -0.089 -0.147 -0.004
H -3.2115 0.0398 1.8733 0.697 0.538 0.705
C 1.5707 1.0677 1.9944 2.334 0.008 -1.187
O 1.7281 0.5799 0.9006 0.592 -0.956 -2.586
N 0.5131 0.9527 2.6793 -4.618 -0.379 2.433
N 2.4793 1.7289 2.6871 3.196 2.228 1.351
H -0.1052 0.2258 2.3483 -1.072 0.082 0.139
H 0.5625 1.3504 3.6063 -0.879 -0.828 -0.120
H 2.1509 2.2688 3.4750 0.452 -0.173 -0.173
H 3.4625 1.8296 2.4793 -0.481 -0.086 -0.524
C 1.0672 -3.3026 -0.0087 -0.151 0.544 0.648
O 1.4995 -2.2216 -0.2101 1.654 5.237 -2.050
N -0.1044 -3.7377 -0.3591 -2.444 -1.685 -0.534
N 1.7274 -4.1313 0.7523 1.147 -3.789 2.435
H -0.6742 -3.2902 -1.0628 -0.291 0.242 0.142
H -0.3308 -4.5944 0.1257 -0.971 0.161 -1.031
H 2.6161 -3.9879 1.2102 -0.503 0.481 -0.280
H 1.0914 -4.8210 1.1263 1.111 -0.445 0.432
C -0.8576 3.1356 -0.6437 2.590 -1.197 -0.912
O -0.1106 2.1808 -1.0088 -1.557 1.341 0.619
N -1.6521 3.1511 0.4050 -1.139 -1.615 2.611
N -0.8199 4.3422 -1.1951 0.810 1.793 -2.349
H -2.0988 3.9949 0.7344 0.211 -0.300 -0.168
H -1.3743 2.4654 1.0925 -0.582 -0.220 0.139
H -1.2571 5.1630 -0.8010 0.072 -0.455 -0.101
H -0.2434 4.4831 -2.0123 -0.192 -0.101 0.139
```
Forces are in eV/Å.


Formula: C4H15N2
Source: the Open Molecules 2025 dataset
Level of theory: ωB97M-V/def2-TZVPD

Properties
Strongest force on any atom   0.94 eV/Å
Total charge   +1
Energy relative to the best compared isomer or geometry (same formula, charge and spin)   29.76 kJ/mol

Structure (XYZ):
```
21
Properties=species:S:1:pos:R:3:forces:R:3
C 1.6715 1.7543 0.1704 -0.285 0.431 0.754
N 1.2470 0.3446 0.0617 0.225 -0.248 -0.511
C 1.9603 -0.3953 -1.0249 -0.409 -0.071 0.313
H 1.0799 2.2079 0.9683 0.032 0.067 -0.130
H 2.7167 1.8704 0.4413 0.111 -0.290 -0.151
H 1.4644 2.2745 -0.7566 -0.017 -0.070 -0.179
H 0.1625 0.3605 -0.1038 0.248 0.086 -0.330
H 1.4142 -0.1580 0.9244 0.072 0.088 0.339
H 1.7119 0.0652 -1.9756 0.143 0.051 -0.043
H 1.6228 -1.4288 -1.0211 -0.029 -0.002 -0.042
H 3.0229 -0.3686 -0.8123 0.122 0.089 -0.185
C -1.6804 -1.8633 0.3432 0.760 0.499 0.237
C -1.8517 -0.4198 0.7989 -0.197 -0.154 -0.113
N -1.4252 0.5282 -0.2762 -0.467 -0.437 0.547
H -0.6118 -2.0370 0.1663 -0.086 -0.125 -0.140
H -1.9546 -2.5375 1.1498 -0.287 -0.129 -0.159
H -2.2063 -2.0744 -0.5835 -0.237 -0.141 0.075
H -2.8807 -0.2162 1.0943 -0.037 -0.066 0.010
H -1.2307 -0.2634 1.6844 -0.010 0.186 -0.008
H -1.9227 0.2487 -1.1126 0.161 -0.079 -0.334
H -1.8262 1.4317 -0.0581 0.187 0.314 0.049
```
Forces are in eV/Å.


Formula: C4H15N2O
Source: the Open Molecules 2025 dataset
Level of theory: ωB97M-V/def2-TZVPD

Properties
Strongest force on any atom   0.68 eV/Å
2S+1   2
Total charge   0
Energy relative to the best compared isomer or geometry (same formula, charge and spin)   70.83 kJ/mol

Structure (XYZ):
```
22
Properties=species:S:1:pos:R:3:forces:R:3
N 0.9879 1.4652 1.2968 -0.098 -0.072 0.228
C -0.3366 0.9399 1.6111 0.054 -0.024 -0.132
C -0.8923 -0.0055 0.5446 0.178 0.357 -0.158
N 0.0625 -1.0198 0.1779 -0.472 0.082 -0.034
C -0.3650 -1.7880 -0.9506 0.321 -0.504 -0.320
C 0.6809 -2.8200 -1.3585 0.121 0.122 0.148
H 1.5287 0.7637 0.8082 0.109 0.121 -0.028
H 0.3308 8.5146 -4.1086 -0.011 0.009 -0.002
H 0.9575 2.3250 0.7695 -0.018 -0.117 -0.181
H -1.0259 1.7764 1.7222 -0.059 0.005 0.092
H -0.3011 0.4120 2.5610 0.041 -0.061 0.093
H -1.8218 -0.4805 0.8920 0.031 -0.057 0.004
H -1.1571 0.5752 -0.3511 -0.052 -0.014 -0.065
H 0.1549 -1.9405 1.7708 0.269 -0.034 0.324
H -1.3053 -2.3069 -0.7134 -0.089 0.128 0.078
H -0.5873 -1.1405 -1.8079 -0.080 0.182 0.061
H 1.6364 -2.3318 -1.5561 -0.036 0.006 -0.047
H 0.3825 -3.3694 -2.2498 -0.069 0.016 -0.026
H 0.8439 -3.5354 -0.5543 -0.016 -0.061 0.044
H -0.2702 8.9414 -4.1901 0.011 -0.009 0.002
H 0.5482 -2.8351 2.9808 0.096 -0.061 -0.047
O -0.0516 -2.1398 2.7054 -0.231 -0.014 -0.035
```
Forces are in eV/Å.